[1]
Below is a molecular structure, C32H27ClN6O8Rb at a distorted geometry, with properties calculated with ωB97M-V/def2-TZVPD.

Results
Orbital gap   5.09 eV
LUMO   0.635 eV
E   -2650.4172 Ha
Energy above the lowest of the compared OMol25 structures with the same formula, charge and spin   1.208 eV
Charge   -1
HOMO energy   -4.5 eV

Geometry (Å):
Rb1 0.66456 -0.99435 1.15778
O1 -4.51098 -4.05701 2.99971
C1 -4.87026 -3.69847 1.78939
O2 -6.00473 -3.82010 1.38230
C2 -3.79815 -3.12311 0.91900
C3 -3.87110 -3.00446 -0.44976
Cl1 -5.19944 -3.38863 -1.45029
N1 -2.70185 -2.47081 -0.90076
N2 -1.89142 -2.18854 0.15118
C4 -2.52510 -2.57935 1.23826
C5 -1.87962 -2.41301 2.61694
O3 -2.20984 -3.28563 3.45587
O4 -1.11921 -1.45115 2.77480
C6 -2.20653 -2.19679 -2.21411
C7 -2.80610 -2.69591 -3.36576
C8 -2.28737 -2.37421 -4.61206
C9 -1.16350 -1.57569 -4.73357
C10 -0.54378 -1.11857 -3.58015
C11 -1.05198 -1.42633 -2.33084
H1 -3.52191 -3.83142 3.18751
H2 -3.66300 -3.34143 -3.31090
H3 -2.77368 -2.76806 -5.49504
H4 -0.76454 -1.33027 -5.70821
H5 0.35929 -0.52420 -3.64589
H6 -0.53585 -1.08672 -1.45010
O5 1.11107 4.72191 -5.36284
N3 0.23985 4.09775 -4.79166
O6 -0.94428 4.18040 -5.05789
C12 0.65797 3.16942 -3.71344
C13 1.95618 2.80654 -3.74892
C14 2.48505 1.88671 -2.79519
C15 3.82131 1.44532 -2.83336
C16 4.24912 0.54374 -1.89878
C17 3.33536 0.09882 -0.92374
N4 2.08984 0.51392 -0.86679
C18 1.65275 1.38802 -1.78818
C19 0.25378 1.80171 -1.74256
N5 -0.49208 1.27376 -0.75683
C20 -1.76494 1.57610 -0.69762
C21 -2.38087 2.45011 -1.60120
C22 -1.63637 3.00661 -2.60608
C23 -0.26834 2.68054 -2.71516
H7 2.59651 3.20988 -4.52098
H8 4.48495 1.81946 -3.60320
H9 5.26313 0.16998 -1.89523
H10 3.63193 -0.61375 -0.16057
H11 -2.33540 1.10421 0.09491
H12 -3.43474 2.67405 -1.50778
H13 -2.09351 3.67575 -3.31352
O7 3.19752 -1.00860 2.30897
C24 2.77189 -0.50057 3.55275
C25 3.33126 0.90925 3.69740
C26 2.68674 1.90242 2.71624
C27 1.29303 2.28304 3.13665
C28 1.08418 3.21123 4.15744
C29 -0.20500 3.48297 4.57176
C30 -1.25708 2.80996 3.96751
C31 -0.95792 1.90614 2.96356
N6 0.27856 1.65914 2.53911
H14 2.71930 -1.87079 2.00139
H15 3.13449 -1.12741 4.37953
H16 1.67443 -0.46418 3.63750
H17 4.40628 0.85808 3.50585
H18 3.19591 1.26162 4.72515
H19 2.64572 1.42874 1.73474
H20 3.29918 2.80438 2.63921
H21 1.93242 3.70102 4.61877
H22 -0.38910 4.19861 5.36313
H23 -2.28130 2.96746 4.27411
H24 -1.74107 1.32513 2.49125
C32 1.51205 -4.14519 1.48411
O8 2.13300 -2.99594 1.04351
H25 1.74585 -5.03080 0.86571
H26 0.39951 -4.08037 1.48743
H27 1.78799 -4.42208 2.51850



[2]
Below is a molecular structure, C32H61BIrN5SSbSi3, with properties calculated with ωB97M-V/def2-TZVPD.

Results
Orbital gap   7.34 eV
LUMO   -3.438 eV
E   -3165.7344 Ha
Energy above the lowest of the compared OMol25 structures with the same formula, charge and spin   0.000 eV
Charge   +1
HOMO energy   -10.8 eV

Geometry (Å):
Ir1 1.20489 0.12830 -0.27121
C1 2.78687 -3.94330 -1.63017
Sb1 1.60893 -2.34304 -2.44522
C2 2.65012 -0.72006 -1.45532
C3 3.54108 -0.87355 -0.28142
C4 4.71080 -1.57387 -0.03216
C5 5.32469 -1.39183 1.19902
C6 4.76306 -0.54733 2.15315
C7 3.57367 0.08909 1.85767
N1 3.00594 -0.08118 0.66501
Si1 3.46484 0.35208 -2.80347
C8 2.13493 1.02561 -3.92000
C9 4.43192 1.71727 -1.98081
C10 4.64631 -0.72865 -3.76893
C11 -0.35526 -2.59781 -1.38052
C12 -1.15287 -1.31492 -1.39299
C13 -2.55085 -1.34087 -1.42443
C14 -3.28443 -0.19597 -1.64821
C15 -2.61829 1.00424 -1.86047
C16 -1.25531 1.01382 -1.69800
N2 -0.54541 -0.09777 -1.41974
Si2 -1.19005 -3.74937 -2.73643
C17 -0.01692 -5.07707 -3.34839
C18 -2.72342 -4.67728 -2.17329
C19 -1.64184 -2.68827 -4.20807
Si3 -0.33243 -3.49728 0.30049
C20 -0.03225 -5.33266 0.12422
C21 -1.95701 -3.24853 1.19226
C22 1.00927 -2.87047 1.45188
H1 3.78546 -3.80601 -2.04824
H2 2.40818 -4.90407 -1.96751
H3 2.85304 -3.93027 -0.54559
H4 5.13471 -2.22406 -0.78399
H5 6.24978 -1.90944 1.41721
H6 5.23409 -0.39172 3.11228
H7 3.05840 0.72829 2.56256
H8 1.39022 1.58406 -3.35117
H9 1.62596 0.23579 -4.47738
H10 2.57710 1.71105 -4.64713
H11 3.78901 2.41561 -1.44504
H12 4.97213 2.28488 -2.74254
H13 5.17468 1.32474 -1.28097
H14 4.14306 -1.58627 -4.22385
H15 5.45455 -1.10302 -3.13460
H16 5.10803 -0.15798 -4.57824
H17 -3.05367 -2.28302 -1.27623
H18 -4.36529 -0.24259 -1.68309
H19 -3.14014 1.91984 -2.09796
H20 -0.69444 1.93333 -1.74817
H21 0.34342 -5.74026 -2.56365
H22 0.83642 -4.69907 -3.91370
H23 -0.59966 -5.68845 -4.04370
H24 -2.63762 -5.12493 -1.18392
H25 -2.87256 -5.49531 -2.88363
H26 -3.63273 -4.07640 -2.19958
H27 -0.82346 -2.03306 -4.51323
H28 -2.52094 -2.07084 -4.02381
H29 -1.87064 -3.34133 -5.05434
H30 -0.80442 -5.84695 -0.44620
H31 -0.04008 -5.75606 1.13286
H32 0.93595 -5.57136 -0.31720
H33 -2.82389 -3.63679 0.65445
H34 -2.12976 -2.19306 1.41415
H35 -1.89565 -3.78299 2.14482
H36 2.02405 -3.04385 1.09141
H37 0.90621 -3.40760 2.40026
H38 0.90852 -1.81556 1.71196
C23 -3.12285 6.48754 2.58274
C24 -1.75465 6.40055 3.25455
C25 -1.15684 4.99582 3.23446
C26 -0.81107 4.52948 1.82323
N3 -0.31543 3.15412 1.78805
C27 -1.07005 2.06368 1.76469
S1 -0.36346 0.48524 1.67384
N4 -2.39133 2.20745 1.86057
C28 -3.40093 1.15028 1.82965
C29 -4.10345 0.93843 3.16525
C30 -3.25533 0.31099 4.27361
C31 -2.26367 1.25516 4.95222
H39 -3.57083 7.46843 2.73644
H40 -3.81067 5.74659 3.00140
H41 -3.06455 6.32841 1.50474
H42 -1.84347 6.72187 4.29352
H43 -1.06135 7.09694 2.77496
H44 -1.85633 4.29596 3.70639
H45 -0.24598 4.96720 3.83692
H46 -0.03230 5.15519 1.39032
H47 -1.66496 4.60935 1.14574
H48 0.67387 3.00592 1.68148
H49 -2.73641 3.13567 2.05596
H50 -2.90874 0.23588 1.50419
H51 -4.13277 1.42450 1.06659
H52 -4.95858 0.28909 2.96171
H53 -4.52357 1.88912 3.51341
H54 -2.72429 -0.55807 3.87173
H55 -3.93811 -0.07302 5.03425
H56 -1.41947 1.50764 4.31063
H57 -1.85448 0.79567 5.85215
H58 -2.75499 2.18377 5.25424
B1 1.38673 4.71936 -0.94412
C32 1.37579 3.16015 -0.77345
N5 1.31532 2.02143 -0.59603
H59 1.93168 5.16071 0.04730
H60 1.99947 4.97031 -1.95339
H61 0.21905 5.04867 -1.01165